Formula: C19H41N2O3PbS
Source: the Open Molecules 2025 dataset
Level of theory: ωB97M-V/def2-TZVPD

Output
DFT total energy ... -1674.635152 a.u.
ΔE to the lowest compared entry with this formula, charge and spin ... 0.2 kJ/mol
E_HOMO ... -10.2 eV

```
! wB97M-V def2-TZVPD RIJCOSX def2/J DEFGRID3
* xyz 1 1
Pb -0.202 0.186 -0.090
C -2.121 1.663 -1.267
C -2.770 0.747 -0.392
C -2.582 -0.562 -0.914
C -1.812 -0.450 -2.108
C -1.536 0.926 -2.325
C -0.795 1.520 -3.485
C -1.464 -1.587 -3.021
C -3.231 -1.818 -0.416
C -3.651 1.114 0.765
C -2.147 3.157 -1.162
H -0.174 2.362 -3.172
H -1.484 1.888 -4.250
H -0.142 0.790 -3.965
H -1.194 -2.485 -2.462
H -0.625 -1.340 -3.671
H -2.308 -1.846 -3.665
H -3.394 -1.807 0.664
H -2.637 -2.701 -0.654
H -4.213 -1.959 -0.876
H -3.750 0.297 1.482
H -4.662 1.352 0.424
H -3.282 1.987 1.305
H -2.957 3.579 -1.763
H -1.212 3.593 -1.515
H -2.307 3.486 -0.133
N 2.003 0.189 1.758
C 2.202 -0.969 2.638
C 1.130 -1.068 3.715
C -0.229 -1.587 3.266
N -0.993 -0.612 2.466
H 2.712 0.217 1.031
H 2.096 1.048 2.290
H 3.185 -0.950 3.121
H 2.167 -1.868 2.017
H 1.013 -0.098 4.214
H 1.494 -1.751 4.486
H -0.795 -1.894 4.151
H -0.083 -2.478 2.652
H -1.124 0.238 3.007
H -1.926 -0.972 2.291
C 2.234 -4.180 -0.263
C 1.074 -4.610 0.648
C -0.066 -3.746 0.142
O 0.555 -2.489 -0.139
C 1.825 -2.778 -0.750
H 2.335 -4.862 -1.106
H 3.186 -4.167 0.265
H 1.287 -4.365 1.690
H 0.858 -5.675 0.586
H -0.866 -3.574 0.861
H -0.502 -4.161 -0.775
H 2.516 -1.990 -0.453
H 1.714 -2.746 -1.837
C 3.328 4.511 -0.150
S 1.778 3.930 0.530
C 0.777 5.343 0.083
O 1.324 2.809 -0.375
H 3.194 4.730 -1.209
H 4.062 3.719 -0.015
H 3.645 5.399 0.396
H 0.837 5.494 -0.994
H 1.137 6.218 0.623
H -0.247 5.124 0.377
O 2.606 0.552 -1.269
H 2.321 1.474 -1.122
H 2.894 0.501 -2.185
*
```

The molecule's Löwdin atomic charges, reported in e, are given here: atom 1 (Pb): 1.619, atom 2 (C): -0.335, atom 3 (C): -0.349, atom 4 (C): -0.348, atom 5 (C): -0.332, atom 6 (C): -0.329, atom 7 (C): -0.029, atom 8 (C): -0.026, atom 9 (C): -0.027, atom 10 (C): -0.038, atom 11 (C): -0.036, atom 12 (H): 0.071, atom 13 (H): 0.091, atom 14 (H): 0.070, atom 15 (H): 0.060, atom 16 (H): 0.074, atom 17 (H): 0.094, atom 18 (H): 0.066, atom 19 (H): 0.061, atom 20 (H): 0.095, atom 21 (H): 0.062, atom 22 (H): 0.094, atom 23 (H): 0.074, atom 24 (H): 0.094, atom 25 (H): 0.055, atom 26 (H): 0.071, atom 27 (N): -0.047, atom 28 (C): -0.258, atom 29 (C): -0.184, atom 30 (C): -0.250, atom 31 (N): -0.039, atom 32 (H): 0.049, atom 33 (H): 0.075, atom 34 (H): 0.115, atom 35 (H): 0.098, atom 36 (H): 0.116, atom 37 (H): 0.117, atom 38 (H): 0.117, atom 39 (H): 0.090, atom 40 (H): 0.086, atom 41 (H): 0.058, atom 42 (C): -0.135, atom 43 (C): -0.146, atom 44 (C): -0.210, atom 45 (O): -0.296, atom 46 (C): -0.183, atom 47 (H): 0.113, atom 48 (H): 0.112, atom 49 (H): 0.106, atom 50 (H): 0.119, atom 51 (H): 0.113, atom 52 (H): 0.125, atom 53 (H): 0.099, atom 54 (H): 0.124, atom 55 (C): -0.245, atom 56 (S): 0.859, atom 57 (C): -0.247, atom 58 (O): -0.642, atom 59 (H): 0.068, atom 60 (H): 0.058, atom 61 (H): 0.064, atom 62 (H): 0.070, atom 63 (H): 0.065, atom 64 (H): 0.047, atom 65 (O): -0.122, atom 66 (H): -0.025, atom 67 (H): 0.058


Formula: C19H41N2O5S
Source: the Open Molecules 2025 dataset
Level of theory: ωB97M-V/def2-TZVPD

Output
DFT total energy ... -1632.053556 a.u.
E_HOMO ... -11.9 eV

```
! wB97M-V def2-TZVPD RIJCOSX def2/J DEFGRID3
* xyz 1 1
C -0.111 4.958 -0.511
C 1.125 5.062 -1.474
C 1.986 3.749 -1.543
C 1.153 2.422 -1.449
C -0.064 2.364 -2.456
C -1.284 1.751 -1.666
C -2.400 1.194 -2.643
C -3.006 -0.095 -2.003
C -3.866 0.183 -0.704
C -3.065 0.038 0.631
C -3.128 -1.389 1.276
C -2.809 -2.558 0.280
C -1.252 -2.824 0.138
C -0.747 -3.293 1.542
N 0.087 -4.544 1.497
O -0.618 -5.671 1.164
C 1.373 -4.370 0.702
C 1.282 -4.884 -0.770
C 1.367 -3.790 -1.897
N 1.186 -6.105 -1.130
H -0.465 6.001 -0.335
H 0.208 4.557 0.478
H -0.969 4.409 -0.943
H 0.810 5.317 -2.513
H 1.755 5.887 -1.068
H 2.622 3.712 -2.461
H 2.685 3.760 -0.684
H 1.791 1.517 -1.582
H 0.719 2.347 -0.426
H 0.180 1.694 -3.316
H -0.316 3.350 -2.900
H -0.863 0.853 -1.150
H -1.714 2.454 -0.928
H -3.217 1.942 -2.720
H -1.979 1.018 -3.659
H -2.178 -0.788 -1.702
H -3.621 -0.686 -2.725
H -4.681 -0.586 -0.692
H -4.393 1.161 -0.790
H -2.004 0.359 0.560
H -3.543 0.731 1.366
H -2.480 -1.373 2.180
H -4.167 -1.557 1.649
H -3.317 -3.467 0.693
H -3.272 -2.396 -0.717
H -1.174 -3.619 -0.643
H -0.781 -1.883 -0.215
H -0.070 -2.493 1.930
H -1.567 -3.372 2.289
H 0.397 -4.691 2.465
H -1.135 -5.530 0.353
H 2.121 -5.019 1.221
H 1.774 -3.339 0.795
H 2.085 -4.195 -2.645
H 0.391 -3.598 -2.376
H 1.840 -2.895 -1.448
H 1.182 -6.649 -0.254
C 4.337 1.613 3.723
C 3.895 3.060 3.848
O 3.451 3.420 2.536
S 2.811 2.126 1.815
O 1.391 2.177 1.969
O 3.445 1.956 0.550
O 3.390 1.010 2.834
H 5.328 1.540 3.269
H 4.339 1.098 4.682
H 4.701 3.715 4.171
H 3.049 3.159 4.532
*
```

The molecule's Löwdin atomic charges, reported in e, are given here: atom 1 (C): -0.103, atom 2 (C): -0.242, atom 3 (C): -0.207, atom 4 (C): -0.220, atom 5 (C): -0.192, atom 6 (C): -0.208, atom 7 (C): -0.185, atom 8 (C): -0.219, atom 9 (C): -0.186, atom 10 (C): -0.202, atom 11 (C): -0.198, atom 12 (C): -0.191, atom 13 (C): -0.148, atom 14 (C): -0.095, atom 15 (N): -0.142, atom 16 (O): 0.069, atom 17 (C): -0.025, atom 18 (C): -0.381, atom 19 (C): -0.033, atom 20 (N): 0.170, atom 21 (H): 0.074, atom 22 (H): 0.077, atom 23 (H): 0.050, atom 24 (H): 0.100, atom 25 (H): 0.103, atom 26 (H): 0.114, atom 27 (H): 0.076, atom 28 (H): 0.107, atom 29 (H): 0.069, atom 30 (H): 0.108, atom 31 (H): 0.104, atom 32 (H): 0.088, atom 33 (H): 0.106, atom 34 (H): 0.110, atom 35 (H): 0.108, atom 36 (H): 0.081, atom 37 (H): 0.109, atom 38 (H): 0.108, atom 39 (H): 0.115, atom 40 (H): 0.093, atom 41 (H): 0.116, atom 42 (H): 0.103, atom 43 (H): 0.119, atom 44 (H): 0.117, atom 45 (H): 0.103, atom 46 (H): 0.107, atom 47 (H): 0.118, atom 48 (H): 0.149, atom 49 (H): 0.143, atom 50 (H): 0.202, atom 51 (H): 0.139, atom 52 (H): 0.150, atom 53 (H): 0.142, atom 54 (H): 0.093, atom 55 (H): 0.080, atom 56 (H): 0.076, atom 57 (H): 0.067, atom 58 (C): -0.165, atom 59 (C): -0.161, atom 60 (O): -0.181, atom 61 (S): 0.625, atom 62 (O): -0.231, atom 63 (O): -0.221, atom 64 (O): -0.201, atom 65 (H): 0.135, atom 66 (H): 0.136, atom 67 (H): 0.140, atom 68 (H): 0.136


Formula: C19H41N3O11
Source: the Open Molecules 2025 dataset
Level of theory: ωB97M-V/def2-TZVPD

Output
DFT total energy ... -1740.446943 a.u.
SMILES string ... C[C@H]1COC(=O)O1.C[C@H]1COC(=O)O1.CN(C)C=O.CN(C)C=O.CN(C)C=O.CO.CO
E_HOMO ... -9.3 eV

```
! wB97M-V def2-TZVPD RIJCOSX def2/J DEFGRID3
* xyz 0 1
C -25.156 -32.253 -12.523
C -23.670 -32.215 -12.403
C -23.095 -33.051 -11.265
O -22.356 -34.089 -11.924
C -22.365 -33.895 -13.253
O -21.729 -34.543 -14.027
O -23.063 -32.791 -13.569
H -25.668 -33.219 -12.515
H -25.528 -31.626 -13.331
H -25.594 -31.865 -11.590
H -23.357 -31.179 -12.280
H -23.817 -33.572 -10.625
H -22.491 -32.528 -10.522
C -24.543 -36.772 -15.234
C -25.725 -35.892 -15.577
C -25.564 -34.396 -15.331
O -26.153 -33.801 -16.472
C -26.219 -34.718 -17.487
O -26.650 -34.467 -18.559
O -25.806 -35.914 -17.041
H -23.661 -36.388 -15.755
H -24.698 -37.762 -15.659
H -24.321 -36.760 -14.168
H -26.679 -36.302 -15.245
H -24.542 -34.054 -15.160
H -26.126 -34.117 -14.439
C -20.141 -38.706 -14.683
N -20.657 -38.821 -13.344
C -20.821 -40.148 -12.793
C -21.136 -37.727 -12.705
O -21.599 -37.748 -11.578
H -20.727 -39.303 -15.399
H -19.107 -39.042 -14.765
H -20.265 -37.706 -15.102
H -21.301 -40.071 -11.823
H -21.445 -40.746 -13.460
H -19.837 -40.610 -12.685
H -21.188 -36.884 -13.408
C -19.121 -34.463 -16.450
N -18.184 -33.880 -17.372
C -18.291 -32.460 -17.616
C -17.203 -34.628 -17.930
O -16.297 -34.214 -18.618
H -20.083 -34.759 -16.896
H -19.407 -33.828 -15.613
H -18.724 -35.395 -16.042
H -19.202 -32.235 -18.167
H -18.224 -31.933 -16.665
H -17.422 -32.185 -18.212
H -17.377 -35.706 -17.750
C -29.416 -31.446 -12.106
N -28.885 -31.551 -10.750
C -29.168 -32.758 -10.024
C -27.854 -30.753 -10.359
O -27.311 -30.810 -9.279
H -30.435 -31.060 -12.077
H -29.464 -32.462 -12.503
H -28.776 -30.838 -12.738
H -29.154 -33.650 -10.660
H -28.376 -32.964 -9.300
H -30.095 -32.743 -9.449
H -27.649 -29.938 -11.075
C -24.792 -36.558 -11.103
O -24.122 -37.642 -10.531
H -25.452 -36.836 -11.939
H -25.464 -36.100 -10.367
H -24.090 -35.793 -11.453
H -23.191 -37.628 -10.804
C -23.628 -27.374 -13.759
O -23.694 -28.693 -13.277
H -22.612 -27.005 -13.604
H -23.727 -27.291 -14.853
H -24.380 -26.693 -13.358
H -24.197 -29.244 -13.880
*
```

The molecule's Löwdin atomic charges, reported in e, are given here: atom 1 (C): -0.027, atom 2 (C): -0.292, atom 3 (C): -0.066, atom 4 (O): 0.062, atom 5 (C): -0.571, atom 6 (O): 0.135, atom 7 (O): 0.082, atom 8 (H): 0.082, atom 9 (H): 0.092, atom 10 (H): 0.085, atom 11 (H): 0.145, atom 12 (H): 0.129, atom 13 (H): 0.138, atom 14 (C): -0.014, atom 15 (C): -0.273, atom 16 (C): -0.106, atom 17 (O): 0.061, atom 18 (C): -0.564, atom 19 (O): 0.173, atom 20 (O): 0.073, atom 21 (H): 0.091, atom 22 (H): 0.090, atom 23 (H): 0.073, atom 24 (H): 0.157, atom 25 (H): 0.124, atom 26 (H): 0.113, atom 27 (C): -0.063, atom 28 (N): -0.191, atom 29 (C): -0.032, atom 30 (C): -0.286, atom 31 (O): 0.005, atom 32 (H): 0.093, atom 33 (H): 0.091, atom 34 (H): 0.078, atom 35 (H): 0.088, atom 36 (H): 0.093, atom 37 (H): 0.093, atom 38 (H): 0.120, atom 39 (C): -0.079, atom 40 (N): -0.202, atom 41 (C): -0.042, atom 42 (C): -0.349, atom 43 (O): 0.018, atom 44 (H): 0.090, atom 45 (H): 0.080, atom 46 (H): 0.077, atom 47 (H): 0.093, atom 48 (H): 0.090, atom 49 (H): 0.084, atom 50 (H): 0.134, atom 51 (C): -0.050, atom 52 (N): -0.191, atom 53 (C): -0.061, atom 54 (C): -0.368, atom 55 (O): 0.018, atom 56 (H): 0.088, atom 57 (H): 0.080, atom 58 (H): 0.080, atom 59 (H): 0.086, atom 60 (H): 0.086, atom 61 (H): 0.093, atom 62 (H): 0.135, atom 63 (C): -0.189, atom 64 (O): -0.113, atom 65 (H): 0.067, atom 66 (H): 0.077, atom 67 (H): 0.058, atom 68 (H): 0.022, atom 69 (C): -0.173, atom 70 (O): -0.121, atom 71 (H): 0.079, atom 72 (H): 0.081, atom 73 (H): 0.076, atom 74 (H): 0.067